{"formula": "C52H143N7O19", "method": "ωB97M-V/def2-TZVPD", "mol_weight_g_mol": 1170.7, "homo_lumo_gap_ev": [7.73, 1.68], "charge": 1, "multiplicity": 2, "e_lumo_ev": [-2.237, -8.283], "species": ["C", "C", "C", "O", "C", "N", "H", "H", "H", "H", "H", "H", "H", "H", "H", "H", "H", "C", "C", "C", "O", "C", "N", "H", "H", "H", "H", "H", "H", "H", "H", "H", "H", "H", "C", "C", "C", "O", "C", "N", "H", "H", "H", "H", "H", "H", "H", "H", "H", "H", "H", "C", "C", "C", "O", "C", "N", "H", "H", "H", "H", "H", "H", "H", "H", "H", "H", "H", "C", "O", "C", "C", "N", "C", "C", "O", "C", "H", "H", "H", "H", "H", "H", "H", "H", "H", "H", "H", "H", "H", "H", "H", "C", "O", "C", "C", "N", "C", "C", "O", "C", "H", "H", "H", "H", "H", "H", "H", "H", "H", "H", "H", "H", "H", "H", "H", "C", "O", "C", "C", "N", "C", "C", "O", "C", "H", "H", "H", "H", "H", "H", "H", "H", "H", "H", "H", "H", "H", "H", "H", "C", "C", "O", "H", "H", "H", "H", "H", "H", "C", "C", "O", "H", "H", "H", "H", "H", "H", "C", "C", "O", "H", "H", "H", "H", "H", "H", "C", "C", "O", "H", "H", "H", "H", "H", "H", "C", "C", "O", "H", "H", "H", "H", "H", "H", "C", "C", "O", "H", "H", "H", "H", "H", "H", "C", "C", "O", "H", "H", "H", "H", "H", "H", "C", "C", "O", "H", "H", "H", "H", "H", "H", "C", "C", "O", "H", "H", "H", "H", "H", "H"], "positions_angstrom": [[6.2711, 2.0761, 2.9093], [4.9635, 2.8162, 2.6294], [4.4270, 2.6020, 1.2049], [5.3263, 3.1860, 0.2119], [5.1686, 4.6008, 0.2183], [4.0034, 2.3108, 3.5716], [6.1236, 0.9977, 2.8520], [6.6162, 2.2259, 3.9323], [7.0466, 2.3974, 2.2139], [5.1352, 3.8806, 2.7898], [3.3664, 2.8477, 1.1531], [4.3713, 1.5386, 0.9719], [5.5140, 5.1284, -0.6708], [5.7222, 4.9439, 1.0923], [4.1117, 4.8401, 0.3360], [4.0377, 1.3018, 3.5986], [4.3127, 2.5113, 4.5120], [-0.1636, -5.7523, -0.5664], [-0.6710, -7.1651, -0.3672], [-1.6145, -7.7199, -1.4285], [-2.8960, -7.1755, -1.3305], [-3.0274, -6.1270, -2.2718], [0.4648, -8.1376, -0.2193], [-1.0003, -5.0554, -0.6139], [0.4723, -5.6175, -1.4414], [0.4242, -5.5469, 0.3282], [-1.1083, -7.2269, 0.6294], [-1.7612, -8.7683, -1.1688], [-1.1701, -7.7711, -2.4225], [-3.3011, -6.5833, -3.2231], [-2.1357, -5.5333, -2.4727], [-3.8497, -5.4755, -1.9761], [0.9522, -8.1242, -1.1038], [0.1221, -9.0829, -0.1241], [1.2561, 1.5228, -6.0995], [2.1326, 0.2530, -5.9803], [3.6515, 0.3804, -6.2272], [4.3954, -0.8114, -6.0738], [5.7809, -0.6464, -6.2796], [1.9484, -0.1907, -4.6196], [0.1753, 1.4492, -5.9782], [1.3454, 1.8986, -7.1187], [1.5925, 2.3136, -5.4290], [1.8185, -0.4497, -6.7521], [4.1192, 1.1329, -5.5923], [3.8118, 0.7116, -7.2532], [6.1122, 0.0591, -5.5176], [6.0438, -0.1715, -7.2249], [6.3149, -1.5694, -6.0536], [2.3845, 0.5120, -4.0398], [2.5479, -0.9952, -4.5033], [1.7814, 4.5090, -1.7072], [1.9993, 3.2673, -2.5986], [3.3148, 2.4531, -2.1741], [3.7401, 1.5136, -3.1026], [4.8439, 0.7376, -2.6121], [0.8248, 2.4171, -2.4633], [2.6165, 5.2063, -1.7739], [1.6235, 4.1323, -0.6966], [0.8613, 5.0519, -1.9236], [2.1082, 3.5487, -3.6460], [3.1792, 2.0168, -1.1845], [4.1680, 3.1312, -2.1557], [5.0382, -0.1334, -3.2380], [4.7651, 0.2868, -1.6228], [5.7124, 1.3717, -2.7905], [0.9405, 1.6253, -3.0795], [0.6797, 2.0568, -1.5309], [-11.7986, 0.1368, -2.9218], [-11.1590, 1.1119, -2.1102], [-9.7107, 0.9832, -1.8395], [-9.2466, 2.3412, -1.2546], [-9.7482, 2.4641, 0.1357], [-9.3523, 3.7935, 0.7154], [-7.8872, 3.7032, 1.2322], [-6.9422, 3.8837, 0.2119], [-5.5710, 3.8304, 0.6124], [-11.4908, 0.0695, -3.9652], [-12.8806, 0.2424, -2.8424], [-11.5524, -0.8409, -2.5075], [-9.2027, 0.6881, -2.7576], [-9.7127, 0.1893, -1.0926], [-9.5412, 3.2043, -1.8515], [-8.1604, 2.2646, -1.3030], [-10.7426, 2.5955, 0.0170], [-9.9542, 3.9094, 1.6167], [-9.6042, 4.6515, 0.0921], [-7.6653, 2.7530, 1.7180], [-7.8051, 4.4784, 1.9940], [-5.2193, 2.7998, 0.6616], [-5.3803, 4.2925, 1.5810], [-4.9990, 4.4194, -0.1045], [5.1591, 2.8288, 7.2734], [4.4169, 2.0095, 6.3750], [4.1325, 0.7142, 6.7787], [3.2839, -0.1454, 5.8210], [3.9766, -0.7104, 4.7067], [3.1844, -1.7340, 3.9859], [3.7532, -2.2082, 2.6713], [4.9232, -2.8893, 3.0582], [5.9347, -3.0760, 2.0347], [6.1691, 2.4314, 7.3733], [4.7179, 2.9288, 8.2652], [5.3799, 3.8213, 6.8807], [3.6700, 0.7101, 7.7657], [5.0406, 0.1463, 6.9813], [2.3911, 0.3582, 5.4501], [2.9857, -0.9212, 6.5262], [4.7989, -1.2500, 4.9362], [2.2199, -1.2853, 3.7482], [3.0512, -2.5954, 4.6403], [4.0211, -1.3691, 2.0292], [2.9983, -2.7832, 2.1351], [5.6412, -3.7923, 1.2673], [6.8261, -3.4871, 2.5084], [6.1945, -2.1494, 1.5228], [-4.1312, -0.1390, 0.1937], [-2.7108, 0.1230, 0.4957], [-2.2477, 1.4294, 0.2987], [-0.7884, 1.4909, 0.8699], [0.0592, 0.6259, 0.0701], [1.3548, 0.3205, 0.6412], [2.1222, -0.6395, -0.2733], [1.7684, -1.9708, -0.0209], [2.5149, -2.9468, -0.7371], [-4.3938, -1.0994, 0.6373], [-4.3983, -0.2433, -0.8580], [-4.7328, 0.6576, 0.6313], [-2.8676, 2.1253, 0.8641], [-2.3753, 1.7190, -0.7443], [-0.8186, 1.1382, 1.9009], [-0.4643, 2.5292, 0.9400], [-0.4742, -0.2213, -0.0632], [1.3885, 0.0460, 1.6955], [1.8492, 1.2891, 0.5676], [3.1552, -0.5211, 0.0536], [1.9979, -0.4232, -1.3344], [2.1343, -3.9636, -0.6401], [3.5705, -2.9228, -0.4664], [2.4366, -2.6019, -1.7681], [6.8818, -4.8815, -2.6071], [5.6284, -5.5722, -2.1624], [5.9635, -6.8190, -1.5410], [6.6378, -4.0555, -3.2752], [7.5643, -5.5177, -3.1706], [7.3908, -4.3670, -1.7921], [4.9794, -5.9249, -2.9639], [4.9821, -5.0488, -1.4578], [6.3431, -7.3994, -2.2048], [-0.6546, -2.6815, 1.8718], [-1.6372, -1.9080, 2.6756], [-1.9240, -2.4726, 3.9370], [-0.9621, -3.7270, 1.8517], [0.3945, -2.6096, 2.1588], [-0.6887, -2.3426, 0.8364], [-2.5614, -1.7549, 2.1184], [-1.2197, -0.9236, 2.8872], [-1.1086, -2.6078, 4.4252], [-6.6345, -1.0753, -2.8415], [-5.5422, -0.6199, -3.6763], [-5.4338, 0.7362, -3.6799], [-6.4757, -0.8660, -1.7837], [-6.8610, -2.1287, -3.0061], [-7.5304, -0.5736, -3.2074], [-5.5636, -1.0351, -4.6839], [-4.6351, -1.0029, -3.2087], [-4.6599, 0.9601, -4.2019], [3.3356, -5.8162, 3.3924], [2.7563, -6.3084, 2.0901], [1.6438, -7.1974, 2.3687], [4.0826, -5.0698, 3.1224], [3.8117, -6.6176, 3.9573], [2.6520, -5.3609, 4.1090], [3.4757, -6.7420, 1.3954], [2.4042, -5.4640, 1.4975], [1.3433, -7.6681, 1.5878], [-1.3385, -1.6478, -2.8680], [-0.8636, -2.2673, -4.1925], [-0.7571, -1.2094, -5.0981], [-2.1163, -0.8876, -2.9403], [-0.4825, -1.1467, -2.4160], [-1.6311, -2.3691, -2.1049], [-1.5449, -2.9863, -4.6474], [0.1091, -2.7586, -4.2170], [0.0737, -0.7844, -4.8727], [-1.5846, 5.3751, -3.4983], [-2.2424, 4.1141, -2.9502], [-1.5994, 3.0663, -3.6495], [-0.4999, 5.4462, -3.5799], [-1.7626, 6.2739, -2.9078], [-1.9510, 5.6205, -4.4951], [-3.3175, 4.0675, -3.1237], [-2.0893, 4.0075, -1.8763], [-0.7136, 2.9350, -3.3033], [0.5273, 2.6102, 5.7904], [0.3646, 2.2391, 4.3264], [1.2049, 3.1380, 3.5451], [0.3139, 3.6713, 5.9195], [1.5305, 2.3646, 6.1386], [-0.1806, 2.1230, 6.4609], [-0.6697, 2.3900, 4.0170], [0.5080, 1.1921, 4.0593], [2.0800, 2.7457, 3.5025], [-5.2604, -0.0047, 3.6698], [-4.3525, 1.2440, 3.6149], [-5.2228, 2.2735, 3.7835], [-4.5697, -0.8472, 3.6349], [-5.9953, -0.1101, 2.8718], [-5.7767, -0.0949, 4.6255], [-4.0823, 1.4340, 2.5761], [-3.4704, 1.2526, 4.2552], [-5.6906, 2.1237, 4.6083], [-1.9938, 6.0845, 1.3365], [-0.4523, 6.1085, 1.4924], [0.0251, 7.2974, 0.8229], [-2.2828, 7.1047, 1.5888], [-2.4861, 5.4136, 2.0406], [-2.1343, 5.8424, 0.2831], [-0.0024, 5.2278, 1.0342], [-0.1435, 6.1390, 2.5373], [0.9712, 7.3995, 0.9494]]}